Version one
# C5H7N

The molecule C5H7N (ωB97M-V/def2-TZVPD, the Open Molecules 2025 dataset).

For the HOMO energy, the calculation gives -8.807 eV. The SMILES is C1[C@@H]2[C@H]1[C@@H]1N[C@H]21. The frontier orbital gap comes out at 10.02 eV.

Structure (ORCA input):
```
! wB97M-V def2-TZVPD RIJCOSX def2/J DEFGRID3
* xyz 0 1
N -0.05807 -0.06860 1.69212
C -0.63905 -0.34981 -0.76639
C 0.92163 -0.50616 0.72740
C 0.77783 0.15070 -0.67439
C -0.48037 -0.99062 0.65935
C -0.36201 1.12325 -0.73531
H -0.37872 0.88644 1.57569
H -0.47040 1.70145 -1.64709
H -1.11890 -0.85110 -1.60230
H 1.83620 -0.97376 1.07661
H 1.55822 0.09855 -1.42595
H -0.93491 -1.92155 0.98382
H -0.65146 1.70123 0.13644
*
```

Version two
# C5H7N

A structure of composition C5H7N (ωB97M-V/def2-TZVPD, the Open Molecules 2025 dataset).

For the HOMO energy, the calculation gives -8.460 eV. The frontier orbital gap comes out at 9.51 eV.

Structure (ORCA input):
```
! wB97M-V def2-TZVPD RIJCOSX def2/J DEFGRID3
* xyz 0 1
N 0.01749 -0.83645 -0.76581
C -0.90356 -0.77780 0.39946
C 0.01637 0.20064 1.14030
C -0.00573 0.54338 -1.34525
C 0.97558 1.15268 -0.34205
C 1.09941 -0.24709 0.12303
H -1.93071 -0.47261 0.16958
H -0.99581 0.97589 -1.53711
H 0.24757 0.17040 2.20290
H -0.16511 1.29365 0.91476
H 1.98920 -0.79508 0.43012
H 0.57186 0.54844 -2.27813
H -0.91657 -1.75607 0.88819
*
```

The relative energies come out as version one 0.000; version two 2.195, with values in eV.

Version one
# CH4N4O

The molecule CH4N4O (ωB97M-V/def2-TZVPD, the Open Molecules 2025 dataset).

For the HOMO energy (spin up / spin down), the calculation gives -8.457 / -8.458 eV. The frontier orbital gap (spin up / spin down) comes out at 8.56 / 8.56 eV.

Structure (ORCA input):
```
! wB97M-V def2-TZVPD RIJCOSX def2/J DEFGRID3
* xyz 0 1
O -1.26394 -0.35967 1.54252
N 0.10125 0.57544 -0.68179
N -0.04677 -0.45247 1.45311
N 0.18823 -1.71776 -0.62396
N -0.18940 -0.73604 -1.17371
C 0.65027 0.61799 0.59693
H -0.69645 1.14701 -0.64312
H 1.62680 0.18397 0.60483
H 0.43364 1.50793 1.07738
H -0.80365 -0.76640 -2.15218
*
```

Version two
# CH4N4O

The molecule CH4N4O (ωB97M-V/def2-TZVPD, the Open Molecules 2025 dataset).

For the HOMO energy, the calculation gives -9.503 eV. The SMILES is [H]/N=C(\N)NN=O. The frontier orbital gap comes out at 10.14 eV.

Structure (ORCA input):
```
! wB97M-V def2-TZVPD RIJCOSX def2/J DEFGRID3
* xyz 0 1
O 0.45867 -1.24742 1.39685
N -0.84824 0.64220 -1.71356
N 1.31498 0.00301 -0.87387
N -0.46089 0.53071 0.62607
N -0.30469 -0.40889 1.64733
C 0.10965 0.51110 -0.66562
H 1.51107 -0.11541 -1.81986
H -0.56253 0.23437 -2.62624
H -1.84161 0.33329 -1.51702
H -1.34232 1.09129 0.98023
*
```

The relative energies come out as version one 3.017; version two 0.000, with values in eV.

Version one
# C4H15NO2

A cluster of 3 separate species, C4H15NO2 in total (ωB97M-V/def2-TZVPD, the Open Molecules 2025 dataset).

For the HOMO energy, the calculation gives -9.575 eV. The SMILES is CCCCN.O.O. The frontier orbital gap comes out at 10.48 eV.

Structure (ORCA input):
```
! wB97M-V def2-TZVPD RIJCOSX def2/J DEFGRID3
* xyz 0 1
O 1.46920 -2.71795 0.55862
O 2.57874 -0.18613 1.10825
N -0.43563 -0.82548 1.25223
C 0.29068 1.58237 -1.40194
C -0.84722 1.70043 -0.39019
C -1.83755 0.52187 -0.35056
C -1.15178 -0.78366 -0.00457
H 1.11135 -2.92124 -0.31038
H 3.51992 -0.01306 0.98647
H 2.50050 -1.13765 0.94366
H -0.10114 1.20040 -2.34737
H -0.44600 -1.06052 -0.78069
H 1.13915 0.97049 -1.10631
H -1.81660 -1.62380 -0.02510
H -0.89564 -0.43013 2.06520
H -0.49408 1.92439 0.61566
H 0.70322 -2.34058 1.03190
H -1.43014 2.59597 -0.64264
H 0.60742 2.60658 -1.60925
H -2.37434 0.45597 -1.27947
H -2.54252 0.80672 0.43714
H 0.45245 -0.32499 1.24933
*
```

Version two
# C4H15NO2

A cluster of 3 separate species, C4H15NO2 in total (ωB97M-V/def2-TZVPD, the Open Molecules 2025 dataset).

For the HOMO energy, the calculation gives -9.079 eV. The SMILES is CCNCC.O.O. The frontier orbital gap comes out at 9.69 eV.

Structure (ORCA input):
```
! wB97M-V def2-TZVPD RIJCOSX def2/J DEFGRID3
* xyz 0 1
O 0.59649 2.65517 0.45865
O -0.80509 0.59959 -3.52973
N 0.16788 -0.26976 0.44838
C -1.25826 -0.25218 0.82932
C -2.01457 0.12922 -0.39989
C 2.37541 -1.02582 0.93326
C 0.99986 -1.04073 1.44000
H -3.12383 -0.16600 -0.19070
H -2.06811 1.26039 -0.57228
H -1.35501 0.50458 1.68408
H -0.06154 3.25421 0.86683
H -0.92978 0.16176 -4.39860
H 0.53452 -2.18501 1.61036
H -1.55418 -0.35871 -1.33666
H 0.90948 -0.51709 2.41036
H 3.01191 -1.75073 1.33216
H 2.90579 -0.05530 0.98945
H 2.27304 -1.19621 -0.12094
H -1.43530 -1.33884 1.17545
H 0.23653 1.70418 0.26783
H 0.18594 0.49084 -3.42255
H 0.40880 -0.60359 -0.47477
*
```

The relative energies come out as version one 0.000; version two 1.588, with values in eV.

Version one
# C8H17N4

The ion C8H17N4 with charge +1 (ωB97M-V/def2-TZVPD, the Open Molecules 2025 dataset).

For the HOMO energy, the calculation gives -12.006 eV. The frontier orbital gap comes out at 9.41 eV.

Structure (ORCA input):
```
! wB97M-V def2-TZVPD RIJCOSX def2/J DEFGRID3
* xyz 1 1
N -1.16638 0.87766 0.57524
N -2.18734 1.59731 -0.05056
N -2.17455 -1.55020 0.32336
N 0.11878 1.51025 0.43977
C 1.10902 0.97134 1.39466
C 0.94983 -0.05673 -1.35761
C 0.66008 1.46251 -0.92922
C -0.38218 -0.84586 -1.38672
C 1.23631 -0.54738 1.15408
C -0.99976 -1.04673 -0.02231
C 1.86624 -0.62842 -0.27353
C -0.02483 -1.36296 1.15484
H 0.61563 1.02112 2.48401
H 1.96956 1.66579 1.43877
H -1.19748 -0.31492 -1.93692
H 2.04234 -1.70816 -0.62955
H 0.15425 2.50237 0.72203
H -0.32015 -1.90265 -1.83492
H 2.96683 -0.13223 -0.24806
H 2.01773 -0.85731 1.88078
H 0.38442 -2.40294 1.00919
H -2.22976 1.37315 -1.07349
H -0.51733 -1.29862 2.12206
H 0.13442 2.18662 -1.61806
H -3.07120 1.30141 0.42627
H -3.01954 -1.23521 -0.10220
H -2.41714 -1.84948 1.20337
H 1.57639 2.08574 -0.97890
H 1.35181 0.09799 -2.41213
*
```

Version two
# C8H17N4

The ion C8H17N4 with charge +1 (ωB97M-V/def2-TZVPD, the Open Molecules 2025 dataset).

For the HOMO energy, the calculation gives -12.831 eV. The SMILES is [H]/N=C(N)/N=C\CC(=[NH2+])C(C)(C)C. The frontier orbital gap comes out at 9.01 eV.

Structure (ORCA input):
```
! wB97M-V def2-TZVPD RIJCOSX def2/J DEFGRID3
* xyz 1 1
N 0.08640 1.70768 1.29494
N -1.30807 -0.66931 1.55416
N -2.15102 -1.11931 -0.62275
N -2.94751 -2.34306 1.11515
C 2.34539 1.43675 -0.75460
C -1.08565 1.23861 -0.73884
C -1.69801 -0.15756 -1.24224
C 0.07227 1.03803 0.14749
C -2.06604 -1.38640 0.78283
C 1.10112 -0.62282 -1.54377
C 1.32032 0.32578 -0.33767
C 1.92741 -0.42228 0.90347
H -1.98883 -0.08284 -2.30126
H -1.47327 -0.90565 2.55751
H 2.86423 1.01660 -1.65754
H 1.97302 0.17411 1.76763
H 3.08658 1.57100 0.05449
H -0.62325 2.31957 1.40855
H 2.79676 -1.01304 0.61628
H 0.75006 1.63847 2.10524
H -1.96300 1.78617 -0.28729
H -3.11674 -2.73574 1.95933
H 1.28076 -1.30645 1.05544
H 1.76989 2.44314 -0.88434
H 2.07143 -1.12014 -1.56721
H -3.38182 -2.73057 0.22097
H 0.57756 -1.63498 -1.38070
H -0.99160 1.78332 -1.65493
H 0.77162 -0.22907 -2.57033
*
```

The relative energies come out as version one 1.428; version two 0.000, with values in eV.

Version one
# C3H12NO2S

A cluster of 3 separate species, C3H12NO2S in total (ωB97M-V/def2-TZVPD, the Open Molecules 2025 dataset).

For the HOMO energy, the calculation gives -3.122 eV. The frontier orbital gap comes out at 6.92 eV.

Structure (ORCA input):
```
! wB97M-V def2-TZVPD RIJCOSX def2/J DEFGRID3
* xyz -1 1
S -2.44684 -0.34779 0.70925
O 0.46793 -0.06289 -2.97406
O -1.71572 1.74393 -1.75167
N 0.90632 -1.36111 0.95546
C 0.13629 -0.47980 1.87909
C 1.95592 -0.62724 0.27784
C -0.86385 0.46673 1.28214
H -0.37337 -1.16750 2.54044
H 2.64671 -1.34202 -0.21935
H -0.20962 0.60103 -3.12640
H -1.89216 0.83261 -1.45079
H 0.20930 -1.67106 0.27999
H 0.90531 0.04393 2.47132
H -1.04165 1.27666 1.97660
H -0.49401 0.76027 0.29806
H 1.73268 0.20040 -0.37479
H -0.00680 -0.64429 -2.34127
H 2.66725 -0.20356 0.98598
H -2.58369 1.98171 -1.41782
*
```

Version two
# C3H12NO2S

A structure of composition C3H12NO2S (ωB97M-V/def2-TZVPD, the Open Molecules 2025 dataset).

For the HOMO energy, the calculation gives -4.003 eV. The frontier orbital gap comes out at 4.01 eV.

Structure (ORCA input):
```
! wB97M-V def2-TZVPD RIJCOSX def2/J DEFGRID3
* xyz -1 1
S 0.08339 -0.75546 2.58741
O -0.70360 -2.72889 -1.59298
O 1.22558 -2.59277 0.17019
N 0.51668 3.05479 -0.60476
C 0.51055 0.55940 1.42315
C -0.51384 0.95562 0.35534
C -0.93653 -0.09321 -0.65261
H -1.37592 1.34822 0.92542
H 0.81971 -2.39615 1.02553
H 0.46498 -2.71172 -0.48596
H -1.96690 0.04507 -0.97890
H 1.36355 0.13065 0.87953
H 0.88863 3.65311 0.12674
H 0.88330 1.44879 1.92818
H 1.19477 3.01474 -1.36328
H -0.31938 -0.21348 -1.54131
H 0.02039 1.86946 -0.26193
H -0.97970 -1.05358 -0.10829
H -1.17567 -3.53460 -1.83145
*
```

Version three
# C3H12NO2S

A cluster of 4 separate species, C3H12NO2S in total (ωB97M-V/def2-TZVPD, the Open Molecules 2025 dataset).

For the HOMO energy, the calculation gives -3.634 eV. The frontier orbital gap comes out at 3.37 eV.

Structure (ORCA input):
```
! wB97M-V def2-TZVPD RIJCOSX def2/J DEFGRID3
* xyz -1 1
S 0.24073 -2.02728 -0.22496
O -1.13641 -0.59490 2.69620
O 0.52334 1.30697 2.97052
N -0.00324 1.91793 -3.09052
C 0.06582 -0.82850 -1.50512
C 0.51247 1.16056 -0.03976
C -0.49299 0.48968 -0.98668
H 1.10920 -0.71924 -1.87995
H -0.34014 1.23727 -1.94126
H -0.78944 1.63814 -3.64764
H -0.99323 -1.04222 1.84815
H 0.89181 2.08467 -0.47154
H -0.59928 -1.26025 -2.24972
H 0.00862 1.41899 0.88596
H -1.50103 0.33134 -0.58865
H 0.85588 2.32303 -3.40832
H -0.52307 0.22677 2.69495
H 0.79761 1.83867 3.71788
H 1.32019 0.50089 0.26255
*
```

The relative energies come out as version one 0.000; version two 5.691; version three 6.360, with values in eV.

Version one
# C2H6FN3O

A structure of composition C2H6FN3O (ωB97M-V/def2-TZVPD, the Open Molecules 2025 dataset).

For the HOMO energy, the calculation gives -8.683 eV. The frontier orbital gap comes out at 8.72 eV.

Structure (ORCA input):
```
! wB97M-V def2-TZVPD RIJCOSX def2/J DEFGRID3
* xyz 0 1
F -0.36494 1.68377 -2.07187
O 1.67080 -0.65228 -1.32886
N 0.72385 -0.61683 -0.25525
N -1.00808 0.26219 0.86116
N -1.03935 -1.11814 1.29390
C -0.16767 1.69890 -0.75880
C -0.19660 0.37373 -0.06795
H 0.45653 -1.71684 -0.03399
H -0.93448 2.22456 -0.13453
H -0.43278 -1.50882 2.20366
H -2.17242 -1.36818 1.56812
H 0.91946 2.07079 -0.57916
H 2.54569 -1.33283 -0.69641
*
```

Version two
# C2H6FN3O

The molecule C2H6FN3O (ωB97M-V/def2-TZVPD, the Open Molecules 2025 dataset).

For the HOMO energy, the calculation gives -8.031 eV. The SMILES is N/N=C(\CF)NO. The frontier orbital gap comes out at 8.58 eV.

Structure (ORCA input):
```
! wB97M-V def2-TZVPD RIJCOSX def2/J DEFGRID3
* xyz 0 1
F -1.71192 -1.44768 -0.56072
O -1.43779 2.06546 -0.00687
N 0.81324 0.75596 -0.34425
N 2.01151 -0.00517 -0.22396
N -1.36999 0.69619 0.11576
C -0.49638 -1.38131 0.28410
C -0.18797 0.06048 0.03926
H 0.55450 -1.93433 -0.14484
H 2.25492 -0.56614 0.81637
H -0.50714 2.38088 -0.40710
H -0.62594 -1.66807 1.44373
H -2.15504 0.44890 -0.41470
H 2.85800 0.59485 -0.59677
*
```

The relative energies come out as version one 0.848; version two 0.000, with values in eV.